Computed, not measured: a molecular structure, C26H47BiCl2P at a distorted geometry, with ωB97M-V/def2-TZVPD.

## Properties
- Net charge: -1

Positions of all 77 atoms, in Å:
Bi: -0.2361 0.6498 2.4091
Cl: -2.7968 0.3224 2.0378
Cl: 2.9080 1.0452 3.8981
P: -0.0177 0.4587 -0.6066
C: -1.4257 -3.5448 4.0607
C: -1.8880 -1.2840 5.1601
C: -0.5526 0.8334 4.4901
C: 1.3697 -0.5097 -1.3982
C: 1.0367 4.9732 -1.8633
C: 0.9486 3.0957 -0.1463
C: 0.3788 4.0316 -2.8846
C: -0.1193 -2.9422 3.4914
C: -3.5898 -1.8195 -2.8048
C: 2.4013 -1.6955 -3.3642
C: -2.1058 0.2583 -2.5828
C: 3.7986 -1.2366 -2.9314
C: 2.7334 0.1000 -1.0393
C: 2.2634 0.8169 2.3219
C: -1.9313 -2.8167 5.3048
C: -1.6762 -1.7910 -1.1091
C: -3.0659 -2.3410 -1.4596
C: -3.4958 -0.2980 -2.9324
C: -0.4722 -0.7593 4.7595
C: 0.1451 -1.4687 3.6462
C: 0.5471 2.5427 -2.5528
C: 3.8712 -0.8458 -1.4515
C: 0.7316 4.5954 -0.4093
C: -1.6448 -0.2499 -1.2182
C: 1.2787 -0.7530 -2.9049
C: 0.0912 2.2645 -1.1201
H: 1.2771 -1.4911 -0.8866
H: 0.0773 -0.9132 5.7081
H: 2.7994 0.3166 0.0345
H: -2.6145 -0.9379 4.3998
H: 0.2445 1.4044 4.9805
H: 4.0980 -0.3759 -3.5426
H: -0.3158 4.8406 -0.1835
H: -1.2256 -4.5976 4.3019
H: -1.3098 -3.1222 6.1603
H: 2.2085 -2.6929 -2.9459
H: -3.0310 -3.4361 -1.4736
H: 0.0204 -3.2344 2.4554
H: -2.1446 1.3576 -2.5870
H: 2.5219 -0.1900 1.9759
H: -3.7612 0.0114 -3.9494
H: -2.1485 -0.8054 6.1177
H: -3.7627 -2.0483 -0.6619
H: 2.8506 1.0598 -1.5659
H: -2.9623 -3.1199 5.5413
H: 0.7047 6.0003 -2.0514
H: 0.7167 2.8482 0.9040
H: 3.8110 -1.7529 -0.8323
H: 2.3595 -1.7922 -4.4544
H: -0.9245 -2.2324 -1.7809
H: 0.6865 -3.4909 4.0213
H: 1.3700 0.2042 -3.4341
H: 1.2025 -1.2076 3.4148
H: 0.7849 4.2257 -3.8830
H: 0.3051 -1.1779 -3.1793
H: -4.2242 0.1649 -2.2527
H: -3.0147 -2.2856 -3.6146
H: 2.0148 2.8584 -0.3019
H: -2.1592 -3.5027 3.2510
H: 1.6049 2.2626 -2.6642
H: -1.3880 -0.0370 -3.3622
H: -0.9624 2.5926 -1.0181
H: -0.6960 4.2542 -2.9250
H: -4.6318 -2.1326 -2.9372
H: -0.0247 1.9404 -3.2717
H: 4.8322 -0.3646 -1.2313
H: -1.5534 1.2089 4.6650
H: 4.5234 -2.0343 -3.1294
H: 2.6340 1.6083 1.6627
H: 1.3548 5.1870 0.2722
H: 2.1246 4.9634 -2.0159
H: -2.3444 0.1305 -0.4463
H: -1.4133 -2.0962 -0.0844

Cartesian forces (eV/Å) of the 2 atoms listed first:
1.1 0.2 -1.6
-1.9 -0.3 -0.2

=====

Computed, not measured: 5 unconnected molecules or ions with the total composition C26H47F4IN2O9S4, with ωB97M-V/def2-TZVPD.

## Properties
- SMILES: CC[C@H](I)[C@]1(CN)C[C@@H](C(F)(F)C(F)F)C(=O)N1.O=S1(=O)CCCC1.O=S1(=O)CCCC1.O=S1(=O)CCCC1.O=S1(=O)CCCC1
- Net charge: 0

Positions of all 93 atoms, in Å:
I: 7.4654 -1.9905 -0.1475
S: -4.5073 2.6473 1.4259
S: -7.9138 7.1373 5.1035
S: -1.7089 -5.7605 -1.7870
S: 4.0512 -4.3244 -2.5718
F: 0.6389 2.9609 -1.7285
F: 1.1831 1.8592 0.6914
F: 2.5334 3.4378 0.0336
F: 2.5198 2.1542 -2.5142
O: -5.0261 1.3359 1.7225
O: -7.6341 8.5485 5.1911
O: 4.4563 -4.8134 -3.8650
O: 4.3326 -2.9496 -2.2160
O: -5.3756 3.7971 1.5189
O: -1.1097 -4.7372 -2.6054
O: -7.9284 6.3300 6.2981
O: 2.1180 -0.8122 -0.2554
O: -0.8729 -6.6200 -0.9829
N: 5.4489 1.2767 -3.1012
N: 4.4270 -0.7578 -0.3367
C: -2.9875 -5.0595 -0.7343
C: -2.2162 2.8844 0.0841
C: 3.1799 -0.2179 -0.1726
C: 3.3802 1.2551 0.1678
C: 2.1995 2.1341 -0.1788
C: -4.0121 -6.9994 -1.8748
C: -3.7009 2.6066 -0.1813
C: 8.3450 1.7941 0.9534
C: 7.8170 1.0619 -0.2887
C: 3.4574 -6.0139 -0.6075
C: -1.9036 2.3833 1.5007
C: -7.7588 5.4206 3.1278
C: 5.4296 0.2264 -0.7742
C: 2.3214 -6.0480 -1.6404
C: 4.6921 -5.4175 -1.2959
C: 4.7898 1.5893 -0.3623
C: 6.7192 0.0362 0.0430
C: -6.8423 6.3643 3.8962
C: -9.0541 6.2070 2.8806
C: -3.0230 2.9168 2.3888
C: 2.3225 -4.6751 -2.3044
C: 1.5767 1.9925 -1.5694
C: 5.7266 0.0879 -2.3070
C: -9.4520 6.8667 4.2066
C: -2.7945 -6.7896 -2.7690
C: -4.3144 -5.6299 -1.2498
H: -3.8678 1.6113 -0.5885
H: -1.5896 2.4008 -0.6611
H: 1.3539 -6.2480 -1.1879
H: -6.4509 7.1562 3.2580
H: 8.6573 0.5737 -0.7903
H: 3.1645 -5.3813 0.2328
H: -2.9249 -3.9766 -0.8045
H: 5.3589 2.0381 0.4606
H: -3.1336 2.4004 3.3394
H: 5.3214 -4.8291 -0.6315
H: -4.7310 -4.9659 -2.0091
H: 6.4663 0.0772 1.1074
H: 3.4036 1.2923 1.2672
H: 1.8039 -4.6310 -3.2587
H: -4.8583 -7.3810 -2.4436
H: -10.0647 6.2138 4.8250
H: -0.9282 2.7234 1.8417
H: 1.0965 1.0159 -1.6810
H: -6.0294 5.8709 4.4232
H: -3.0432 -6.2275 -3.6689
H: 3.6750 -7.0048 -0.2118
H: 5.2303 1.0372 -4.0575
H: -1.9016 1.2916 1.5213
H: 1.9355 -3.9026 -1.6391
H: -3.7775 -7.7257 -1.0941
H: -9.9428 7.8289 4.0847
H: -2.7667 -5.3789 0.2821
H: -4.1749 3.3499 -0.8172
H: 6.7662 -0.2463 -2.4160
H: -8.8754 6.9759 2.1262
H: 5.1062 -0.7276 -2.6919
H: 8.9798 1.1338 1.5544
H: 5.2916 -6.1714 -1.8027
H: -2.2613 -7.7007 -3.0293
H: 7.5226 2.1565 1.5808
H: 4.7783 2.3242 -1.1665
H: 2.5178 -6.8225 -2.3859
H: 7.4238 1.7983 -1.0032
H: -2.9339 3.9908 2.5509
H: -9.8517 5.5641 2.5110
H: 4.4098 -1.6595 -0.8065
H: -2.0221 3.9568 0.0245
H: 6.2233 1.9279 -3.1044
H: -7.2922 5.0873 2.2051
H: -5.0426 -5.7046 -0.4441
H: -7.9676 4.5351 3.7318
H: 8.9501 2.6568 0.6549

Cartesian forces (eV/Å) of the 2 atoms listed first:
0.1 0.0 0.1
0.0 0.1 0.0

=====

| no. | orbital gap (eV) | energy (Eh) |
| --- | --- | --- |
| 1 | 5.29 | -2495.218471 |
| 2 | 9.46 | -4095.487536 |